Below is 10 unconnected molecules or ions with the total composition C5H30NO11, with properties calculated with ωB97M-V/def2-TZVPD.

Geometry (Å):
C1 -2.08 0.41 -1.45
C2 -2.30 0.84 -2.89
O1 -1.13 1.28 -3.51
C3 -2.32 1.63 -0.54
N1 -1.55 1.62 0.78
C4 -1.88 0.54 1.76
C5 -0.78 0.44 2.80
O2 0.09 -0.52 2.36
H1 -0.94 0.22 -1.43
H2 -2.53 -0.69 -1.07
H3 -3.16 1.62 -2.79
H4 -2.40 0.02 -3.83
H5 -0.66 1.89 -2.96
H6 -1.99 2.63 -0.96
H7 -3.43 1.60 -0.27
H8 -0.55 1.56 0.38
H9 -2.28 -0.21 1.20
H10 -2.73 0.93 2.37
H11 -0.25 1.43 2.78
H12 -1.24 0.04 3.84
H13 -0.43 -0.26 -3.72
H14 0.49 -0.21 -4.92
O3 0.14 -0.88 -4.23
H15 2.48 1.06 0.25
H16 3.32 0.84 -0.98
O4 3.47 1.10 -0.05
H17 -1.16 -1.90 1.95
H18 -0.38 -2.27 0.74
O5 -1.16 -2.59 1.16
H19 1.27 2.23 2.14
H20 1.00 2.21 3.55
O6 1.64 2.65 2.93
H21 3.43 -1.36 0.69
H22 1.97 -1.10 0.57
O7 2.60 -1.75 0.77
H23 1.74 -2.49 2.29
H24 0.55 -3.34 2.55
O8 1.36 -3.15 3.00
H25 2.23 -3.03 -0.54
H26 1.39 -4.08 0.00
O9 1.72 -3.77 -0.90
H27 0.67 -0.10 1.47
H28 0.61 -0.23 -0.55
O10 0.91 0.23 0.12
H29 1.25 1.29 -0.98
H30 1.94 1.98 -1.96
O11 1.06 1.66 -1.91

Results
Strongest force on any atom in eV/Å: 7.360
Relative energy (zero: lowest compared OMol25 entry of this formula, charge and spin) in eV: 5.407
Total charge: -1
HOMO energy in eV: -5.8
Electronic energy in a.u.: -1090.7993
Multiplicity: 1